A structure of composition C33H22Cl2N6O5Ti, computed with ωB97M-V/def2-TZVPD.

The multiplicity is 3. The HOMO-LUMO gap (alpha / beta) is 3.66 / 5.56 eV. The value obtained for the energy above the lowest of the compared OMol25 structures with the same formula, charge and spin is 96.2 kcal/mol. As for the highest occupied orbital energy (alpha / beta): 0.61 / -1.30 eV. The charge is -2. The calculation puts the LUMO energy (alpha / beta) at 4.27 / 4.27 eV.

```
69
Properties=species:S:1:pos:R:3:forces:R:3
Ti -0.249 -0.158 -0.114 0.92 1.22 0.46
Cl 2.968 -1.577 5.882 0.00 0.00 0.00
C 2.093 -1.749 4.372 0.01 0.01 0.03
C 1.582 -0.596 3.773 -0.02 0.03 0.03
C 0.896 -0.683 2.568 0.04 -0.09 -0.02
N 0.471 0.348 1.760 -0.08 -0.13 -0.25
C 0.794 1.677 1.979 0.05 -0.09 0.02
O 0.946 2.205 3.094 -0.01 0.03 0.03
C 0.988 2.394 0.728 -0.03 -0.08 -0.01
C 1.216 3.775 0.679 0.07 0.02 -0.02
C 1.546 4.388 -0.502 0.00 0.01 0.00
C 1.689 3.570 -1.672 0.00 -0.02 0.01
C 1.399 2.232 -1.566 0.02 0.02 -0.01
N 1.004 1.624 -0.441 -0.31 -0.11 -0.01
C 0.677 -1.976 1.986 -0.03 0.00 0.01
C 1.211 -3.104 2.592 0.00 -0.04 0.03
C 1.923 -2.984 3.786 -0.01 -0.01 -0.02
Cl 2.572 -4.440 4.513 0.00 0.00 0.01
N -0.099 -1.951 0.859 -0.18 0.10 -0.06
C 0.008 -2.795 -0.230 -0.04 -0.17 0.12
O -0.199 -4.216 -0.007 0.03 -0.01 0.02
C -1.082 -1.989 -2.506 0.08 0.14 -0.06
C -1.430 -2.493 -3.751 0.02 0.07 -0.04
C -1.459 -1.631 -4.836 -0.03 -0.06 -0.01
C -1.156 -0.292 -4.657 0.02 0.04 0.03
C -0.818 0.136 -3.382 0.06 -0.10 -0.05
N -0.779 -0.688 -2.342 -0.06 -0.27 0.06
H 1.739 0.372 4.224 0.00 0.00 0.00
H 1.141 4.322 1.611 0.01 0.00 0.00
H 1.721 5.457 -0.545 0.00 0.01 0.00
H 2.016 3.978 -2.620 0.00 0.01 0.00
H 1.495 1.583 -2.434 0.00 0.00 0.00
H 1.068 -4.078 2.145 0.00 0.00 0.00
H -1.658 -3.542 -3.857 -0.01 -0.01 -0.01
H -1.733 -2.005 -5.816 0.01 0.00 0.00
H -1.189 0.416 -5.474 0.00 -0.01 -0.01
H -0.576 1.171 -3.176 -0.01 0.02 0.02
C 3.938 -2.464 -2.167 -0.02 -0.03 -0.01
O 2.774 -2.804 -2.898 -0.02 0.03 0.00
C 1.709 -3.234 -2.090 0.05 0.06 0.03
C 1.069 -4.414 -2.589 0.05 -0.05 -0.04
C -0.150 -4.919 -2.299 -0.03 -0.04 -0.01
C -0.990 -4.337 -1.212 -0.03 0.01 -0.02
C -1.216 -2.796 -1.225 -0.05 0.09 -0.05
C -2.474 -2.216 -0.634 -0.04 0.04 0.06
N -2.341 -1.027 -0.209 0.07 -0.17 -0.28
N -3.423 -0.200 -0.027 -0.05 -0.21 0.06
C -2.957 1.032 -0.011 -0.06 0.17 -0.12
O -1.733 1.378 -0.056 -0.23 -0.28 -0.11
C -3.980 2.128 -0.028 0.08 0.05 0.19
C -5.344 1.862 -0.112 0.02 0.02 0.02
C -6.257 2.906 -0.139 0.01 0.00 0.00
C -5.814 4.222 -0.082 -0.01 0.00 0.00
C -4.455 4.489 0.004 0.01 -0.01 0.00
C -3.539 3.447 0.032 -0.03 -0.02 -0.01
C 1.227 -2.403 -1.100 0.01 0.05 -0.02
O 1.569 -1.179 -0.918 -0.23 -0.20 -0.05
H 4.707 -2.210 -2.900 0.00 0.00 0.01
H 4.277 -3.316 -1.565 0.00 0.01 0.00
H 3.760 -1.611 -1.510 0.00 0.01 0.00
H 1.639 -4.909 -3.372 0.01 0.00 0.01
H -0.479 -5.831 -2.783 -0.01 0.00 0.01
H -1.895 -4.924 -1.030 0.00 0.00 0.00
H -3.453 -2.676 -0.784 -0.03 -0.03 0.05
H -5.666 0.831 -0.157 0.00 -0.01 0.00
H -7.317 2.693 -0.205 0.00 0.00 0.00
H -6.529 5.037 -0.104 0.00 0.00 0.00
H -4.103 5.513 0.052 0.00 0.00 0.00
H -2.474 3.628 0.100 0.01 -0.01 0.00
```
Positions in Å, forces in eV/Å.

Atomic partial charges in e from the natural (NBO) method, atoms 1 to 4: number 1, Ti, carries 1.493; number 2, Cl, carries -0.064; number 3, C, carries -0.093; number 4, C, carries -0.312

***

A structure of composition C33H22F9MoNPS3SbSe3Te, computed with ωB97M-V/def2-TZVPD.

The multiplicity is 4. The HOMO-LUMO gap (alpha / beta) is 6.13 / 6.25 eV. The value obtained for the energy above the lowest of the compared OMol25 structures with the same formula, charge and spin is 0.0 kcal/mol. As for the highest occupied orbital energy (alpha / beta): -4.57 / -4.97 eV. The charge is -1. The calculation puts the LUMO energy (alpha / beta) at 1.57 / 1.28 eV.

```
75
Properties=species:S:1:pos:R:3:forces:R:3
Mo 2.057 -0.612 -0.989 0.18 -0.19 -0.19
Se 4.040 0.480 0.349 -0.06 0.00 -0.04
Se 4.642 2.317 -0.977 0.03 -0.02 0.04
Te 5.172 1.098 -3.089 0.03 0.01 -0.01
Se 2.952 -0.097 -3.277 -0.08 0.08 0.06
S -0.922 -3.648 1.983 0.01 0.03 -0.01
Sb 1.185 -4.317 1.609 0.04 -0.04 -0.05
S 2.766 -2.533 2.327 0.03 0.03 0.00
S 2.639 -2.660 0.234 -0.13 0.02 0.11
F -5.860 0.634 -1.152 0.01 -0.01 0.01
C -5.385 -0.150 -0.162 -0.01 0.00 -0.02
F -5.713 -1.414 -0.468 0.01 0.01 -0.01
F -6.086 0.180 0.946 0.01 0.01 0.00
C -3.910 0.038 0.040 -0.01 0.07 0.01
C -3.446 1.307 0.378 -0.02 -0.06 -0.01
C -2.094 1.514 0.572 0.01 0.00 -0.01
C -1.196 0.457 0.420 0.00 0.11 0.02
C -1.671 -0.799 0.078 0.01 -0.06 0.02
C -3.029 -1.017 -0.105 0.03 -0.03 -0.01
P 0.610 0.639 0.654 -0.08 0.09 0.03
C 0.864 2.440 0.459 0.00 -0.01 0.00
C 0.612 3.335 1.501 -0.01 -0.02 -0.01
C 0.752 4.697 1.307 -0.01 0.00 0.02
C 1.140 5.177 0.062 0.01 0.01 -0.02
C 1.405 4.303 -0.977 -0.01 0.00 0.01
C 1.271 2.936 -0.774 0.01 0.01 0.02
C 1.327 6.655 -0.127 0.00 -0.01 0.01
F 2.537 7.067 0.302 -0.01 0.00 0.00
F 1.225 7.024 -1.414 0.00 0.00 -0.01
F 0.415 7.369 0.563 0.00 0.00 0.00
C 0.804 0.356 2.445 0.00 -0.06 0.00
C -0.100 -0.465 3.105 0.01 0.02 0.00
C 0.102 -0.806 4.435 -0.02 0.00 0.00
C 1.199 -0.303 5.109 0.03 0.01 0.01
C 2.102 0.537 4.464 -0.01 -0.01 0.00
C 1.909 0.859 3.135 0.00 0.01 -0.03
C 1.459 -0.701 6.531 -0.02 -0.01 0.01
F 1.920 0.330 7.269 0.01 0.00 0.01
F 0.355 -1.161 7.148 0.01 0.01 0.01
F 2.385 -1.677 6.620 0.02 0.01 0.00
H -4.145 2.126 0.489 0.00 0.00 -0.01
H -1.742 2.505 0.828 0.00 -0.01 -0.01
H -0.973 -1.616 -0.044 -0.02 -0.02 0.00
H -3.390 -2.003 -0.362 0.00 0.00 0.00
H 0.305 2.963 2.470 0.00 0.00 0.01
H 0.553 5.386 2.117 0.00 0.00 0.00
H 1.730 4.675 -1.938 0.00 0.00 0.00
H 1.522 2.266 -1.588 -0.01 -0.01 0.00
H -0.949 -0.885 2.587 0.00 -0.01 0.00
H -0.591 -1.472 4.928 0.00 0.00 0.00
H 2.960 0.925 4.998 0.00 0.00 0.00
H 2.630 1.482 2.622 0.00 -0.01 0.00
C 1.008 -5.805 -2.227 0.02 -0.01 -0.01
C -0.147 -5.228 -1.712 -0.01 0.01 0.00
C -0.305 -3.852 -1.717 -0.03 -0.05 0.02
C 0.688 -3.019 -2.237 0.00 0.05 0.06
C 1.834 -3.607 -2.770 0.02 0.00 0.01
C 1.994 -4.987 -2.756 0.00 -0.01 0.01
N 0.568 -1.606 -2.157 0.00 0.06 -0.04
C -0.453 -1.022 -2.894 -0.01 0.00 0.06
C -1.277 -1.737 -3.781 0.00 -0.01 0.00
C -2.315 -1.111 -4.455 0.00 0.00 0.00
C -2.573 0.242 -4.293 0.00 -0.01 0.00
C -1.746 0.970 -3.445 0.00 0.00 -0.01
C -0.712 0.354 -2.769 0.00 -0.01 -0.02
H 1.136 -6.880 -2.211 0.00 0.00 0.00
H -0.925 -5.848 -1.282 0.00 0.00 0.00
H -1.201 -3.416 -1.293 0.00 0.02 0.00
H 2.607 -2.968 -3.178 -0.01 0.00 -0.01
H 2.901 -5.420 -3.161 0.00 0.00 0.00
H -1.104 -2.791 -3.945 0.00 0.00 0.00
H -2.931 -1.701 -5.124 0.00 0.00 0.00
H -3.390 0.720 -4.817 0.00 0.00 0.00
H -1.910 2.032 -3.302 0.00 0.00 0.00
H -0.088 0.947 -2.115 0.02 0.01 -0.01
```
Positions in Å, forces in eV/Å.

Atomic partial charges in e from the Mulliken method, atoms 1 to 4: number 1, Mo, carries -1.519; number 2, Se, carries -0.104; number 3, Se, carries -0.318; number 4, Te, carries -0.079

***

A structure of composition C33H22N4PtS, computed with ωB97M-V/def2-TZVPD.

The multiplicity is 3. The HOMO-LUMO gap (alpha / beta) is 4.43 / 5.93 eV. As for the highest occupied orbital energy (alpha / beta): -4.77 / -6.66 eV. The calculation puts the LUMO energy (alpha / beta) at -0.34 / -0.73 eV.

```
61
Properties=species:S:1:pos:R:3:forces:R:3
Pt 0.644 -0.677 0.103 0.09 -0.01 0.36
C 1.611 -1.323 4.242 -0.08 0.20 0.11
C 1.522 -1.520 2.892 -0.22 0.19 -0.11
N 1.026 -0.542 2.059 0.27 -0.05 0.00
C 0.590 0.686 2.581 0.12 -0.29 -0.06
C 0.653 0.917 3.974 0.09 -0.21 0.16
C 1.180 -0.115 4.813 -0.01 0.02 -0.06
C 0.200 2.151 4.470 -0.02 0.05 -0.04
C -0.289 3.114 3.610 0.03 -0.07 0.10
C -0.322 2.896 2.238 -0.01 0.02 -0.14
C 0.133 1.689 1.697 -0.10 0.25 -0.19
N 0.232 1.383 0.329 -0.18 -0.43 0.10
C -0.331 1.885 -0.798 0.00 0.19 0.19
C -0.830 3.169 -0.989 -0.03 0.09 -0.11
C -1.288 3.609 -2.242 0.01 -0.03 0.07
C -1.293 2.798 -3.342 0.01 0.01 -0.03
C -0.848 1.466 -3.202 -0.04 0.00 0.08
C -0.890 0.538 -4.264 0.04 -0.03 -0.04
C -0.524 -0.760 -4.063 0.00 -0.06 -0.07
C -0.081 -1.148 -2.791 -0.11 -0.08 -0.08
N 0.015 -0.298 -1.798 0.07 0.21 -0.20
C -0.375 1.010 -1.952 -0.01 0.03 0.03
H 2.014 -2.117 4.857 -0.01 0.04 -0.01
H 1.822 -2.446 2.424 0.00 0.03 -0.08
H 1.234 0.054 5.881 0.00 -0.03 -0.05
H 0.239 2.328 5.539 -0.01 0.00 -0.04
H -0.651 4.057 4.001 0.02 -0.02 0.00
H -0.699 3.675 1.599 0.01 -0.01 0.08
H -0.844 3.860 -0.166 0.01 0.04 -0.08
H -1.648 4.628 -2.331 0.02 -0.02 0.03
H -1.642 3.147 -4.306 0.00 -0.03 0.04
H -1.233 0.874 -5.236 -0.02 -0.02 0.02
H -0.572 -1.493 -4.857 0.00 0.00 0.03
H 0.186 -2.171 -2.567 0.02 -0.04 -0.04
C -1.066 -1.543 0.456 0.12 0.11 0.02
C -2.147 -2.040 0.671 -0.14 -0.11 -0.02
C -3.434 -2.631 0.928 0.05 0.08 0.02
C -3.668 -3.984 0.678 -0.02 -0.01 0.00
C -4.914 -4.540 0.927 0.03 0.00 0.00
C -5.944 -3.756 1.428 0.00 0.01 0.00
C -5.719 -2.409 1.683 0.03 0.00 0.00
C -4.475 -1.849 1.436 -0.02 -0.03 0.00
H -2.862 -4.595 0.291 -0.01 0.01 0.00
H -5.081 -5.593 0.730 0.01 0.03 0.00
H -6.916 -4.192 1.622 0.04 0.02 0.00
H -6.516 -1.791 2.078 0.02 -0.01 -0.01
H -4.293 -0.801 1.637 0.00 -0.01 -0.01
S 4.645 1.707 0.160 0.05 0.09 0.01
C 3.217 0.883 0.616 0.21 0.11 0.12
N 2.718 0.080 -0.266 -0.25 -0.04 -0.19
C 3.484 0.080 -1.433 -0.03 -0.09 0.05
C 3.259 -0.688 -2.574 -0.08 -0.16 -0.10
C 4.126 -0.566 -3.640 -0.07 -0.04 0.02
C 5.223 0.304 -3.590 -0.01 0.02 0.02
C 5.469 1.057 -2.460 0.00 -0.02 0.00
C 4.589 0.931 -1.387 0.05 0.07 0.12
H 2.774 1.051 1.588 -0.04 -0.05 -0.06
H 2.426 -1.378 -2.610 0.12 0.08 0.02
H 3.955 -1.161 -4.528 0.03 0.03 0.01
H 5.886 0.383 -4.441 -0.02 -0.01 0.03
H 6.321 1.721 -2.403 -0.02 -0.01 -0.01
```
Positions in Å, forces in eV/Å.

Atomic partial charges in e from the natural (NBO) method, atoms 1 to 4: number 1, Pt, carries 1.105; number 2, C, carries -0.267; number 3, C, carries -0.025; number 4, N, carries -0.581